{
  "formula": "C50H119CaCuN7O14",
  "method": "ωB97M-V/def2-TZVPD",
  "total_energy_ev": -155934.91731,
  "homo_ha": -0.3462,
  "orbital_gap_ev": 6.9160,
  "lumo_energy_ev": -2.51,
  "charge": 1,
  "species": ["Cu", "Ca", "C", "O", "H", "H", "H", "C", "O", "H", "H", "H", "C", "C", "C", "C", "C", "C", "N", "O", "C", "C", "C", "H", "H", "H", "H", "H", "H", "H", "H", "H", "H", "H", "H", "H", "H", "H", "H", "H", "H", "H", "C", "C", "C", "C", "C", "C", "N", "O", "C", "C", "C", "H", "H", "H", "H", "H", "H", "H", "H", "H", "H", "H", "H", "H", "H", "H", "H", "H", "H", "H", "C", "O", "C", "C", "N", "C", "C", "O", "C", "H", "H", "H", "H", "H", "H", "H", "H", "H", "H", "H", "H", "H", "H", "H", "C", "O", "C", "C", "N", "C", "C", "O", "C", "H", "H", "H", "H", "H", "H", "H", "H", "H", "H", "H", "H", "H", "H", "H", "C", "O", "C", "C", "N", "C", "C", "O", "C", "H", "H", "H", "H", "H", "H", "H", "H", "H", "H", "H", "H", "H", "H", "H", "C", "O", "C", "C", "N", "C", "C", "O", "C", "H", "H", "H", "H", "H", "H", "H", "H", "H", "H", "H", "H", "H", "H", "H", "C", "O", "C", "C", "N", "C", "C", "O", "C", "H", "H", "H", "H", "H", "H", "H", "H", "H", "H", "H", "H", "H", "H", "H"],
  "xyz": [[23.624, -20.332, 16.895], [20.561, -18.422, 15.928], [23.322, -16.768, 16.684], [22.740, -18.032, 16.729], [23.566, -16.298, 17.636], [24.239, -16.692, 16.100], [22.620, -16.075, 16.219], [20.927, -22.087, 15.994], [21.346, -20.777, 15.919], [19.918, -22.281, 16.356], [21.024, -22.650, 15.066], [21.610, -22.747, 16.529], [25.137, -21.670, 21.144], [25.356, -20.892, 19.824], [26.794, -20.135, 19.828], [28.004, -20.907, 19.279], [27.564, -21.731, 18.043], [26.347, -22.618, 18.207], [25.287, -21.720, 18.583], [24.088, -22.184, 18.373], [26.196, -23.254, 16.830], [26.606, -23.564, 19.361], [24.245, -19.799, 19.691], [26.016, -22.155, 21.568], [24.456, -22.520, 21.184], [24.690, -21.011, 21.889], [26.739, -19.118, 19.439], [27.097, -20.061, 20.873], [28.369, -21.469, 20.139], [28.969, -20.442, 19.078], [28.383, -22.331, 17.646], [27.276, -20.937, 17.354], [26.879, -24.084, 16.652], [25.217, -23.603, 16.501], [26.324, -22.435, 16.121], [27.131, -23.171, 20.232], [25.722, -24.108, 19.695], [27.276, -24.315, 18.943], [23.225, -20.178, 19.627], [24.351, -19.182, 18.799], [24.470, -19.201, 20.574], [23.981, -22.903, 19.000], [24.541, -23.994, 10.854], [25.111, -24.718, 12.087], [24.478, -24.309, 13.448], [23.207, -25.171, 13.673], [23.281, -26.649, 13.400], [23.975, -27.054, 12.054], [25.101, -26.154, 11.843], [26.060, -26.553, 10.888], [24.584, -28.488, 12.332], [22.879, -27.055, 10.953], [26.595, -24.106, 12.338], [24.798, -22.941, 10.967], [23.477, -24.181, 10.707], [24.990, -24.298, 9.909], [25.136, -24.575, 14.275], [24.366, -23.242, 13.640], [22.468, -24.793, 12.966], [22.819, -24.918, 14.660], [22.254, -27.015, 13.400], [23.850, -27.163, 14.175], [23.925, -29.199, 12.830], [24.914, -29.037, 11.449], [25.462, -28.436, 12.976], [22.305, -26.150, 11.148], [23.271, -27.080, 9.936], [22.142, -27.857, 10.909], [26.593, -23.032, 12.520], [27.327, -24.289, 11.552], [27.010, -24.521, 13.256], [26.817, -26.880, 11.380], [15.834, -19.181, 26.137], [17.029, -19.376, 25.468], [18.017, -19.732, 26.434], [19.419, -19.986, 25.756], [19.687, -18.933, 24.778], [20.934, -19.167, 23.976], [21.332, -17.766, 23.219], [21.495, -17.930, 21.796], [22.306, -16.903, 21.188], [15.936, -18.233, 26.666], [15.572, -20.058, 26.729], [15.010, -19.099, 25.429], [17.661, -20.615, 26.965], [18.019, -18.984, 27.227], [19.492, -20.949, 25.252], [20.262, -19.801, 26.422], [18.824, -18.767, 24.282], [20.966, -20.093, 23.402], [21.630, -19.240, 24.812], [22.274, -17.524, 23.711], [20.508, -17.061, 23.326], [21.714, -15.997, 21.320], [22.289, -17.051, 20.109], [23.278, -16.759, 21.661], [20.007, -25.018, 18.830], [19.923, -24.054, 19.939], [20.941, -23.058, 19.974], [21.000, -22.429, 21.427], [21.752, -23.402, 22.267], [21.489, -23.278, 23.672], [20.261, -23.838, 24.231], [19.044, -23.133, 23.903], [17.944, -23.275, 24.769], [18.973, -25.281, 18.608], [20.646, -25.849, 19.128], [20.476, -24.569, 17.954], [20.566, -22.203, 19.412], [21.850, -23.367, 19.458], [19.987, -22.281, 21.799], [21.442, -21.433, 21.397], [21.350, -24.302, 22.050], [21.500, -22.256, 24.051], [22.248, -23.775, 24.276], [20.527, -23.820, 25.288], [20.256, -24.885, 23.925], [17.298, -22.406, 24.889], [18.393, -23.358, 25.760], [17.380, -24.174, 24.520], [24.465, -20.579, 13.968], [25.184, -20.516, 15.156], [26.206, -19.464, 15.281], [27.535, -19.899, 14.758], [28.535, -18.874, 15.028], [28.265, -17.638, 14.296], [29.537, -16.951, 13.651], [30.169, -17.691, 12.714], [31.479, -17.179, 12.379], [23.495, -21.027, 14.183], [24.931, -21.198, 13.201], [24.250, -19.620, 13.498], [26.319, -19.206, 16.334], [25.759, -18.532, 14.935], [27.449, -20.174, 13.707], [27.915, -20.787, 15.264], [29.454, -19.198, 14.763], [27.615, -17.020, 14.916], [27.605, -17.785, 13.441], [30.190, -16.471, 14.380], [29.154, -16.145, 13.025], [31.721, -17.736, 11.474], [32.181, -17.421, 13.177], [31.421, -16.104, 12.204], [31.839, -20.439, 13.489], [31.766, -19.601, 14.642], [32.227, -20.157, 15.948], [32.189, -19.137, 17.069], [30.790, -18.891, 17.586], [30.532, -17.735, 18.446], [29.045, -17.564, 18.736], [28.690, -16.258, 18.486], [27.334, -15.977, 18.288], [31.246, -21.303, 13.787], [32.909, -20.639, 13.539], [31.537, -19.999, 12.538], [33.269, -20.474, 15.910], [31.833, -21.134, 16.227], [32.735, -18.217, 16.858], [32.810, -19.568, 17.854], [30.358, -18.725, 16.688], [31.015, -16.771, 18.287], [31.017, -17.816, 19.419], [28.967, -17.743, 19.808], [28.408, -18.315, 18.268], [26.803, -15.906, 19.238], [26.792, -16.738, 17.726], [27.415, -15.047, 17.725], [19.266, -18.100, 19.246], [19.184, -18.820, 18.001], [18.104, -19.700, 17.668], [17.589, -19.378, 16.261], [18.651, -19.742, 15.303], [18.220, -19.624, 13.915], [19.473, -19.586, 13.011], [20.647, -18.770, 13.482], [21.711, -18.749, 12.509], [19.915, -17.260, 18.997], [19.725, -18.698, 20.033], [18.316, -17.708, 19.609], [17.276, -19.561, 18.362], [18.195, -20.753, 17.935], [17.578, -18.292, 16.353], [16.657, -19.783, 15.868], [18.917, -20.715, 15.343], [17.669, -18.685, 13.877], [17.563, -20.432, 13.592], [19.087, -19.308, 12.030], [19.819, -20.614, 12.905], [21.976, -19.765, 12.216], [22.578, -18.202, 12.878], [21.365, -18.209, 11.628]]
}